No. 1
# C49H73As3KN2P2Si2

A molecular structure, C49H73As3KN2P2Si2 (wB97M-V/def2-TZVPD, the OMol25 dataset).

total charge = -1
HOMO-LUMO gap = 5.691 eV
highest occupied orbital energy = -3.7371 eV
energy relative to the best compared isomer or geometry (same formula, charge and spin) = 15.8 kJ/mol
spin multiplicity = 1
largest force on an atom = 0.2 eV/A

Cartesian coordinates (Å):
K  -0.514  0.525  -0.461
C  -1.155  4.252  0.424
C  -2.181  3.180  0.185
C  -2.540  2.311  1.217
C  -3.420  1.263  0.990
C  -3.963  1.062  -0.273
C  -3.626  1.927  -1.305
C  -2.740  2.974  -1.075
H  -1.003  4.862  -0.467
H  -0.202  3.786  0.694
H  -1.453  4.905  1.247
H  -2.090  2.426  2.195
H  -3.660  0.590  1.801
H  -4.647  0.239  -0.449
H  -4.050  1.786  -2.292
H  -2.461  3.631  -1.892
C  -1.309  -1.930  5.285
Si  -1.911  -0.854  3.847
C  -3.174  -1.973  2.979
C  -2.907  0.526  4.679
N  -0.762  -0.327  2.743
P  0.587  0.531  2.879
C  1.032  1.421  1.576
P  2.247  1.847  0.561
N  1.901  1.787  -1.001
Si  2.632  1.350  -2.439
C  4.483  1.707  -2.589
C  2.449  -0.494  -2.833
C  1.772  2.258  -3.859
C  2.827  3.557  0.928
C  3.207  4.438  -0.076
C  3.635  5.725  0.235
C  3.686  6.137  1.559
C  3.298  5.266  2.571
C  2.865  3.987  2.253
C  3.800  0.882  0.820
C  5.037  1.420  1.161
C  6.151  0.600  1.314
C  6.044  -0.768  1.125
C  4.812  -1.320  0.791
C  3.707  -0.500  0.644
C  0.399  1.626  4.363
C  0.595  1.196  5.673
C  0.355  2.043  6.748
C  -0.090  3.340  6.527
C  -0.272  3.788  5.224
C  -0.018  2.940  4.156
C  1.926  -0.591  3.457
C  3.143  -0.075  3.903
C  4.187  -0.914  4.254
C  4.032  -2.293  4.154
C  2.831  -2.819  3.704
C  1.784  -1.970  3.362
H  -2.176  -2.298  5.844
H  -0.675  -1.376  5.980
H  -0.740  -2.797  4.939
H  -4.067  -2.122  3.592
H  -2.729  -2.955  2.801
H  -3.489  -1.578  2.009
H  -3.675  0.095  5.330
H  -3.408  1.178  3.958
H  -2.260  1.159  5.293
H  5.041  1.129  -1.848
H  4.717  2.762  -2.424
H  4.847  1.429  -3.584
H  3.033  -1.093  -2.129
H  2.797  -0.730  -3.844
H  1.407  -0.819  -2.753
H  1.928  3.337  -3.769
H  0.692  2.083  -3.810
H  2.133  1.939  -4.842
H  3.145  4.106  -1.106
H  3.925  6.408  -0.555
H  4.019  7.140  1.803
H  3.322  5.588  3.606
H  2.525  3.308  3.028
H  5.140  2.489  1.305
H  7.108  1.036  1.578
H  6.912  -1.405  1.248
H  4.715  -2.391  0.661
H  2.738  -0.929  0.404
H  0.946  0.187  5.855
H  0.515  1.692  7.761
H  -0.282  3.999  7.365
H  -0.600  4.805  5.041
H  -0.112  3.288  3.132
H  3.271  1.001  3.960
H  5.129  -0.498  4.589
H  4.852  -2.951  4.420
H  2.706  -3.893  3.623
H  0.835  -2.365  3.016
C  -0.617  -4.710  -1.881
As  -0.941  -2.799  -1.556
C  -0.986  -2.948  0.396
C  -2.903  -2.727  -1.813
C  -3.434  -2.519  -3.247
C  -4.928  -2.875  -3.235
C  -3.331  -1.055  -3.709
As  -1.639  -0.025  -3.624
C  -0.548  -0.898  -5.001
C  -2.288  1.410  -4.797
C  -2.701  -3.464  -4.210
As  -3.323  -3.480  -6.084
C  -1.731  -4.392  -6.780
C  -4.455  -5.085  -5.989
H  -1.430  -5.318  -1.478
H  0.311  -4.978  -1.376
H  -0.502  -4.914  -2.944
H  -1.703  -3.715  0.694
H  -1.228  -2.006  0.892
H  0.012  -3.234  0.730
H  -3.262  -1.916  -1.169
H  -3.312  -3.657  -1.403
H  -5.453  -2.284  -2.481
H  -5.077  -3.932  -3.002
H  -5.393  -2.664  -4.203
H  -4.013  -0.458  -3.093
H  -3.697  -0.982  -4.738
H  -1.154  -1.199  -5.858
H  -0.019  -1.754  -4.586
H  0.199  -0.170  -5.323
H  -2.686  0.995  -5.725
H  -1.459  2.079  -5.028
H  -3.066  1.985  -4.298
H  -2.756  -4.491  -3.835
H  -1.643  -3.200  -4.256
H  -0.888  -3.702  -6.783
H  -1.912  -4.721  -7.803
H  -1.479  -5.258  -6.165
H  -5.387  -4.855  -5.473
H  -3.943  -5.890  -5.460
H  -4.694  -5.416  -6.999

=====

No. 2
# C49H74HfN7O9

A molecular structure, C49H74HfN7O9 at a distorted geometry (wB97M-V/def2-TZVPD, the OMol25 dataset).

total charge = +1
HOMO-LUMO gap = 5.358 eV
highest occupied orbital energy = -8.9500 eV
spin multiplicity = 1
largest force on an atom = 3.5 eV/A

Cartesian coordinates (Å):
Hf  -0.673  -0.871  -0.071
C  -1.197  1.717  3.622
C  -2.693  1.362  3.527
C  -3.500  2.555  4.119
C  -4.962  2.484  3.666
C  -5.161  2.449  2.122
C  -4.437  1.230  1.513
N  -3.033  1.123  2.046
O  -2.354  0.010  1.478
C  -4.454  1.530  0.029
C  -5.289  0.028  1.821
C  -2.994  0.129  4.485
H  -0.943  2.328  4.488
H  -0.984  2.363  2.770
H  -0.441  0.932  3.600
H  -3.057  3.512  3.841
H  -3.718  2.556  5.187
H  -5.619  3.227  4.119
H  -5.367  1.593  4.146
H  -4.772  3.358  1.663
H  -6.193  2.268  1.820
H  -5.479  1.372  -0.306
H  -3.764  0.962  -0.595
H  -4.260  2.574  -0.215
H  -6.315  0.181  2.155
H  -4.837  -0.568  2.614
H  -5.322  -0.700  1.011
H  -2.668  0.371  5.497
H  -2.409  -0.687  4.060
H  -4.056  -0.102  4.567
C  -0.350  3.200  -3.302
C  -1.183  1.951  -3.837
C  -1.516  2.279  -5.307
C  -0.340  2.103  -6.244
C  0.262  0.665  -6.025
C  0.652  0.306  -4.537
N  -0.507  0.595  -3.705
O  -0.327  0.136  -2.344
C  1.906  1.124  -4.118
C  0.998  -1.217  -4.659
C  -2.552  1.956  -3.115
H  0.282  3.651  -4.067
H  0.239  2.778  -2.487
H  -0.873  3.986  -2.757
H  -1.982  3.250  -5.478
H  -2.290  1.592  -5.650
H  0.381  2.903  -6.075
H  -0.682  2.257  -7.267
H  1.082  0.476  -6.718
H  -0.508  -0.063  -6.278
H  1.965  2.134  -4.524
H  2.748  0.561  -4.520
H  2.092  1.310  -3.060
H  1.792  -1.476  -3.959
H  1.460  -1.507  -5.603
H  0.138  -1.881  -4.575
H  -2.640  1.261  -2.280
H  -3.387  1.656  -3.748
H  -2.778  2.925  -2.671
C  1.405  -4.205  -2.552
C  2.660  -3.571  -1.826
C  3.626  -3.485  -3.014
C  4.867  -2.693  -2.710
C  4.564  -1.278  -2.214
C  3.625  -1.322  -0.979
N  2.430  -2.187  -1.331
O  1.335  -2.209  -0.399
C  3.045  0.155  -0.793
C  4.496  -1.809  0.244
C  3.243  -4.560  -0.801
H  0.648  -4.231  -1.768
H  1.476  -5.208  -2.972
H  1.038  -3.477  -3.275
H  3.148  -3.010  -3.872
H  4.011  -4.480  -3.236
H  5.488  -2.683  -3.606
H  5.548  -3.143  -1.987
H  4.005  -0.707  -2.954
H  5.482  -0.754  -1.945
H  3.215  0.584  0.194
H  1.995  0.404  -0.944
H  3.515  0.859  -1.480
H  5.404  -2.356  -0.012
H  3.952  -2.388  0.990
H  4.924  -0.942  0.747
H  3.336  -5.567  -1.206
H  2.599  -4.646  0.074
H  4.225  -4.228  -0.464
N  -1.586  -2.904  -1.886
C  -2.517  -1.922  -2.050
C  -3.289  -1.735  -0.931
C  -2.871  -2.662  -0.035
C  -1.717  -3.250  -0.555
H  -1.274  -3.556  -2.592
H  -2.758  -1.534  -3.029
H  -4.184  -1.152  -0.773
H  -3.336  -2.968  0.890
H  -1.167  -4.132  -0.262
C  -1.546  6.629  0.790
C  -2.344  5.554  0.976
C  -1.809  4.302  0.697
C  -0.491  4.091  0.193
C  0.281  5.218  -0.097
C  -0.265  6.488  0.215
N  0.121  2.747  -0.069
O  1.323  2.596  -0.307
O  -0.638  1.762  0.032
H  -2.012  7.575  1.022
H  -3.365  5.658  1.312
H  -2.406  3.441  0.960
H  1.256  5.143  -0.555
H  0.400  7.331  0.098
C  4.225  2.533  4.445
C  3.158  2.952  3.677
C  2.406  2.081  2.895
C  2.668  0.728  2.993
C  3.730  0.292  3.793
C  4.568  1.146  4.458
N  1.817  -0.301  2.352
O  1.971  -1.472  2.577
O  0.956  0.026  1.513
H  4.844  3.198  5.029
H  2.960  4.004  3.540
H  1.638  2.439  2.224
H  3.844  -0.779  3.881
H  5.461  0.935  5.028
C  1.898  -5.937  4.332
C  2.236  -5.196  3.213
C  1.340  -4.312  2.671
C  0.169  -4.070  3.459
C  -0.147  -4.793  4.607
C  0.744  -5.694  5.071
N  -0.813  -3.109  2.915
O  -0.549  -2.364  1.927
O  -1.939  -3.092  3.350
H  2.469  -6.770  4.714
H  3.140  -5.488  2.699
H  1.507  -3.805  1.732
H  -1.068  -4.628  5.147
H  0.524  -6.303  5.935

=====

No. 3
# C49H78B2F8N10O4

9 unconnected molecules or ions with the total composition C49H78B2F8N10O4 at a distorted geometry (wB97M-V/def2-TZVPD, the OMol25 dataset).

total charge = +8
HOMO-LUMO gap = 4.770 eV
highest occupied orbital energy = -19.3155 eV
spin multiplicity = 1
largest force on an atom = 6.4 eV/A

Cartesian coordinates (Å):
C  -1.509  -3.226  -5.336
C  -2.089  -4.501  -5.937
O  -3.203  -4.868  -5.754
N  -1.338  -5.137  -7.107
H  -0.449  -5.453  -6.744
H  -1.819  -5.989  -7.356
C  -1.060  -4.144  -8.262
H  -0.770  -2.718  -5.956
H  -0.914  -3.638  -4.522
H  -2.257  -2.540  -4.939
H  -2.086  -3.930  -8.562
H  -0.493  -4.720  -8.993
H  -0.366  -3.414  -7.846
C  5.424  -4.440  1.897
C  4.863  -3.549  3.019
O  4.468  -3.952  4.055
N  4.814  -2.100  2.651
H  5.456  -1.770  1.945
H  3.906  -1.935  2.240
C  4.973  -1.138  3.873
H  6.422  -4.022  1.763
H  5.050  -4.379  0.875
H  5.515  -5.450  2.297
H  5.826  -1.469  4.467
H  4.051  -1.198  4.452
H  5.290  -0.132  3.596
C  -2.204  -2.900  6.233
C  -1.427  -1.598  6.153
O  -0.325  -1.364  6.740
N  -1.998  -0.499  5.238
H  -1.337  -0.258  4.513
H  -2.733  -0.836  4.633
C  -2.324  0.756  6.077
H  -1.812  -3.554  7.012
H  -1.934  -3.506  5.368
H  -3.289  -2.795  6.209
H  -3.341  0.521  6.390
H  -2.205  1.538  5.327
H  -1.635  1.017  6.881
C  -3.259  -6.949  1.247
N  -2.674  -7.674  2.415
C  -1.329  -7.897  2.518
C  -0.835  -8.749  3.492
C  -1.695  -9.223  4.493
C  -3.037  -8.910  4.449
C  -3.492  -8.158  3.356
C  -1.199  -10.092  5.642
C  0.014  -10.821  5.549
C  0.474  -11.501  6.610
N  -0.198  -11.487  7.815
C  -1.416  -10.892  7.905
C  -1.909  -10.209  6.842
C  0.340  -12.235  8.972
H  -3.523  -7.737  0.542
H  -2.540  -6.234  0.847
H  -4.200  -6.496  1.558
H  -0.604  -7.536  1.803
H  0.228  -8.938  3.522
H  -3.703  -9.433  5.119
H  -4.549  -7.964  3.249
H  0.507  -10.831  4.588
H  1.404  -12.049  6.628
H  -1.755  -11.031  8.921
H  -2.803  -9.608  6.924
H  -0.369  -12.970  9.353
H  0.804  -11.525  9.656
H  1.156  -12.778  8.495
C  0.494  6.221  -11.900
N  1.106  5.223  -11.022
C  1.080  3.904  -11.387
C  1.721  2.954  -10.561
C  2.338  3.384  -9.392
C  2.314  4.736  -9.095
C  1.756  5.606  -9.919
C  3.016  2.378  -8.506
C  4.046  1.581  -8.975
C  4.685  0.648  -8.085
N  4.314  0.514  -6.773
C  3.323  1.366  -6.314
C  2.697  2.307  -7.131
C  4.887  -0.609  -6.023
H  -0.570  5.994  -11.829
H  0.986  6.098  -12.864
H  0.667  7.244  -11.566
H  0.615  3.641  -12.326
H  1.651  1.884  -10.684
H  2.615  5.156  -8.147
H  1.621  6.652  -9.684
H  4.220  1.511  -10.039
H  5.555  0.133  -8.466
H  2.935  1.256  -5.312
H  1.840  2.764  -6.658
H  4.249  -0.916  -5.194
H  5.861  -0.309  -5.637
H  5.122  -1.415  -6.718
C  -5.068  11.258  6.283
N  -5.135  10.013  5.408
C  -5.732  8.899  5.774
C  -5.684  7.835  4.935
C  -4.852  7.862  3.783
C  -4.205  9.092  3.371
C  -4.333  10.176  4.259
C  -4.769  6.699  2.844
C  -3.479  6.140  2.481
C  -3.495  4.989  1.624
N  -4.630  4.484  1.128
C  -5.821  4.988  1.407
C  -5.857  6.153  2.178
C  -4.603  3.446  0.161
H  -4.127  11.407  6.812
H  -5.755  11.010  7.093
H  -5.564  12.085  5.775
H  -6.127  8.861  6.778
H  -6.158  6.933  5.294
H  -3.539  9.351  2.561
H  -3.684  11.039  4.228
H  -2.528  6.550  2.787
H  -2.616  4.600  1.131
H  -6.747  4.583  1.028
H  -6.826  6.618  2.284
H  -5.146  3.732  -0.740
H  -4.833  2.513  0.676
H  -3.624  3.327  -0.304
C  7.646  6.909  -2.175
C  6.684  5.908  -1.646
C  5.592  5.618  -2.669
O  4.791  4.567  -2.183
C  3.898  4.884  -1.128
N  7.375  4.665  -1.120
H  8.010  4.182  -1.739
H  7.891  4.904  -0.286
H  6.746  3.937  -0.811
H  7.474  7.984  -2.219
H  7.926  6.770  -3.219
H  8.599  6.807  -1.656
H  6.412  6.431  -0.729
H  6.103  5.222  -3.547
H  4.946  6.465  -2.901
H  4.399  5.373  -0.292
H  3.502  3.957  -0.713
H  3.029  5.416  -1.517
B  -6.525  -0.871  3.440
F  -7.647  -0.862  2.553
F  -6.743  -1.820  4.456
F  -5.353  -1.276  2.750
F  -6.485  0.423  3.831
B  0.106  -1.366  0.680
F  1.179  -1.271  -0.159
F  0.483  -2.238  1.758
F  -0.207  -0.157  1.125
F  -1.017  -1.895  0.178

=====

no.,electronic energy (eV)
1,-288157.5640
2,-82157.3328
3,-98181.5807